[1]
The following is a quantum chemistry calculation of a molecular structure, C30H45BrCdN2P2S at a distorted geometry, from the OMol25 dataset.

Output
Molar mass = 720.0 g mol⁻¹
Total charge = +2
ΔE to the lowest compared entry with this formula, charge and spin = 0.827 eV
LUMO level = -0.2461 Eh
Kohn-Sham gap = 5.13 eV
Multiplicity = 1

Last column: Löwdin charge in e.
CARTESIAN COORDINATES (ANGSTROEM)
N 7.546 4.172 4.372  0.077
C 6.682 3.659 5.254  -0.105
C 5.500 3.023 4.852  -0.001
C 5.200 2.881 3.464  -0.199
C 6.135 3.429 2.573  -0.006
C 7.292 4.069 3.068  -0.107
C 3.950 2.177 3.096  0.029
Cd 0.424 0.854 0.694  1.323
P -1.124 -3.914 -2.620  0.948
C 3.551 1.853 1.823  -0.046
C 2.585 0.825 1.564  -0.365
C 2.698 -0.078 0.452  -0.107
C 2.340 -1.427 0.653  -0.115
C 1.889 -1.827 1.916  -0.744
C 1.345 -0.890 2.789  -0.110
C 1.636 0.491 2.592  -0.184
Br 1.992 -3.597 2.371  0.913
H 3.355 1.834 3.968  0.125
H 4.097 2.214 0.953  0.118
H 4.852 2.646 5.623  0.106
H 6.023 3.395 1.492  0.106
H 6.932 3.757 6.301  0.114
H 8.027 4.511 2.397  0.117
H 3.168 0.223 -0.484  0.119
H 1.430 1.186 3.404  0.123
H 2.470 -2.205 -0.106  0.118
H 0.852 -1.203 3.696  0.122
P -0.743 1.566 -1.397  0.849
C -0.472 -4.187 -0.927  -0.445
C -0.038 -5.665 -0.774  -0.172
H -1.304 -3.959 -0.242  0.070
H 0.359 -3.494 -0.727  0.037
H 0.144 -5.907 0.279  0.055
H -0.835 -6.332 -1.132  0.065
H 0.872 -5.864 -1.358  0.074
C 0.145 -2.961 -3.548  -0.439
C 0.204 -3.392 -5.022  -0.165
H 1.104 -3.180 -3.044  0.072
H -0.068 -1.883 -3.448  0.032
H 1.109 -2.992 -5.475  0.065
H 0.230 -4.478 -5.128  0.066
H -0.660 -3.018 -5.579  0.070
C -2.600 -2.840 -2.457  -0.456
C -3.898 -3.674 -2.456  -0.172
H -2.575 -2.138 -3.297  0.065
H -2.498 -2.279 -1.517  0.055
H -4.778 -3.012 -2.463  0.066
H -3.968 -4.328 -3.339  0.072
H -3.935 -4.307 -1.556  0.068
C -2.535 1.948 -1.714  -0.373
C -2.968 3.355 -2.165  -0.115
H -3.049 1.666 -0.775  0.040
H -2.831 1.213 -2.489  0.089
H -3.033 4.054 -1.324  0.070
H -2.314 3.789 -2.932  0.079
H -3.974 3.293 -2.603  0.091
C -0.151 1.079 -3.071  -0.393
C 1.337 1.286 -3.317  -0.134
H -0.777 1.683 -3.755  0.103
H -0.435 0.026 -3.231  0.052
H 1.605 2.346 -3.278  0.074
H 1.978 0.745 -2.613  0.055
H 1.575 0.923 -4.324  0.093
C -0.002 3.222 -1.092  -0.454
C -0.619 3.924 0.129  -0.162
H -0.140 3.766 -2.029  0.085
H 1.083 3.058 -0.954  0.063
H 0.146 4.230 0.856  0.078
H -1.148 4.824 -0.208  0.084
H -1.330 3.291 0.687  0.017
S -2.249 0.854 2.183  0.487
C -3.681 -0.046 2.192  -0.764
N -4.864 0.493 1.688  0.054
C -6.107 -0.039 1.878  -0.030
C -6.226 -1.225 2.591  -0.034
C -5.071 -1.862 3.072  -0.019
C -3.827 -1.290 2.854  -0.085
H -4.784 1.377 1.168  0.148
H -6.959 0.499 1.450  0.144
H -7.211 -1.654 2.749  0.121
H -5.162 -2.796 3.633  0.132
H -2.917 -1.768 3.195  0.105


[2]
The following is a quantum chemistry calculation of a molecular structure, C30H45BrIrO2P2 at a distorted geometry, from the OMol25 dataset.

Output
Molar mass = 771.8 g mol⁻¹
Total charge = +2
ΔE to the lowest compared entry with this formula, charge and spin = 0.363 eV
Expectation value of S² = 8.774
LUMO level (alpha / beta) = -0.1644 / -0.3234 Eh
Kohn-Sham gap (alpha / beta) = 7.02 / 5.07 eV
Multiplicity = 6

Last column: Löwdin charge in e.
CARTESIAN COORDINATES (ANGSTROEM)
Ir -0.014 -0.704 -0.839  1.434
C -1.629 -0.864 0.994  -0.249
C -1.316 -2.054 0.262  -0.303
C 0.646 -1.229 1.229  -0.276
C -0.435 -0.354 1.570  -0.227
C 0.115 -2.309 0.411  -0.381
C -3.001 -0.305 1.225  -0.014
H -3.651 -0.502 0.358  0.082
H -2.962 0.773 1.409  0.082
H -3.465 -0.775 2.107  0.114
C -0.306 0.837 2.460  0.001
H -1.179 1.501 2.403  0.085
H 0.587 1.410 2.165  0.060
H -0.161 0.551 3.516  0.116
C 2.026 -1.130 1.784  0.001
H 1.997 -1.138 2.880  0.108
H 2.461 -0.166 1.481  0.058
H 2.643 -1.961 1.409  0.094
C 0.888 -3.504 -0.059  -0.007
H 0.965 -4.230 0.748  0.108
H 1.886 -3.199 -0.375  0.085
H 0.379 -3.945 -0.922  0.086
C -2.295 -2.976 -0.399  -0.007
H -2.491 -3.845 0.244  0.109
H -1.873 -3.338 -1.341  0.083
H -3.232 -2.459 -0.598  0.078
C -0.600 1.795 -1.382  -0.106
C -1.757 1.128 -1.704  -0.126
C -2.078 0.444 -2.986  -0.166
C -0.912 -0.436 -3.603  -0.242
C 0.133 -1.064 -2.789  -0.398
C 1.323 -0.331 -2.323  -0.331
C 1.654 1.117 -2.562  -0.204
C 0.560 2.179 -2.277  -0.159
H -2.406 1.135 -3.791  0.095
H -0.330 0.235 -4.301  -0.033
H -2.944 -0.217 -2.792  0.124
H 0.242 2.581 -3.245  0.067
H -0.480 2.188 -0.364  0.087
H -2.579 1.078 -0.996  0.096
H 1.092 2.987 -1.744  0.109
H 2.480 1.343 -1.874  0.095
H 2.246 -0.941 -2.283  0.127
H 2.015 1.295 -3.581  0.080
H -1.433 -1.206 -4.188  0.133
H 0.358 -2.094 -3.073  0.111
P -0.497 1.717 -5.492  0.970
C -0.583 3.477 -5.999  -0.202
C -1.568 0.945 -6.787  -0.193
P 1.681 -0.469 -5.638  0.930
C 1.117 1.241 -6.240  -0.512
C 1.114 -1.343 -7.211  -0.285
C 3.319 -0.219 -6.506  -0.289
H 0.314 4.002 -5.648  0.064
H -1.491 3.902 -5.553  0.062
H -0.648 3.481 -7.092  0.069
H -1.328 1.472 -7.720  0.070
H -2.612 1.142 -6.506  0.063
H -1.398 -0.136 -6.893  0.043
H 3.110 0.040 -7.552  0.044
H 3.859 -1.173 -6.463  0.051
H 3.899 0.578 -6.035  0.043
H 1.861 2.030 -6.016  0.070
H 0.962 1.167 -7.337  0.066
H 1.746 -2.238 -7.291  0.053
H 1.330 -0.690 -8.070  0.041
H 0.055 -1.618 -7.198  0.024
Br 0.538 4.629 1.462  0.862
C 1.846 3.999 2.670  -0.596
C 1.822 4.380 4.015  -0.085
C 2.716 3.804 4.916  -0.031
C 3.629 2.842 4.476  -0.037
C 3.681 2.484 3.122  0.010
C 2.798 3.084 2.204  -0.174
C 2.814 2.716 0.730  -0.584
O 3.232 3.572 -0.076  0.265
O 2.364 1.547 0.482  0.012
H 1.087 5.113 4.338  0.115
H 2.672 4.083 5.976  0.130
H 4.323 2.370 5.173  0.121
H 4.394 1.750 2.750  0.132


[3]
The following is a quantum chemistry calculation of a molecular structure, C30H45BrN2P2STc at a distorted geometry, from the OMol25 dataset.

Output
Molar mass = 705.6 g mol⁻¹
Total charge = +4
ΔE to the lowest compared entry with this formula, charge and spin = 0.000 eV
Expectation value of S² = 3.845
LUMO level (alpha / beta) = -0.5241 / -0.5517 Eh
Kohn-Sham gap (alpha / beta) = 5.59 / 5.12 eV
Multiplicity = 4

Last column: Löwdin charge in e.
CARTESIAN COORDINATES (ANGSTROEM)
N -4.895 -0.694 2.871  0.145
C -3.893 0.022 3.415  -0.090
C -2.887 0.650 2.676  -0.011
C -2.863 0.535 1.264  -0.206
C -3.941 -0.188 0.698  -0.003
C -4.903 -0.770 1.528  -0.081
C -1.826 1.203 0.468  -0.157
Tc 0.000 0.000 0.000  0.834
P 1.868 0.676 -1.351  0.939
C -1.723 1.088 -0.944  -0.215
C -1.289 2.181 -1.827  -0.206
C -1.594 2.132 -3.208  0.012
C -1.171 3.130 -4.095  -0.040
C -0.431 4.212 -3.601  -0.583
C -0.153 4.322 -2.227  -0.057
C -0.586 3.319 -1.359  -0.019
Br 0.215 5.551 -4.801  1.075
H -1.428 2.111 0.938  0.134
H -2.373 0.358 -1.439  0.104
H -2.116 1.232 3.191  0.105
H -4.041 -0.276 -0.388  0.121
H -3.897 0.104 4.511  0.132
H -5.737 -1.330 1.081  0.145
H -2.167 1.284 -3.597  0.141
H -0.359 3.409 -0.292  0.116
H -1.404 3.063 -5.161  0.143
H 0.404 5.184 -1.848  0.140
P -0.500 -2.335 -0.516  0.924
C 2.666 2.234 -0.661  -0.359
C 3.468 3.163 -1.579  -0.098
H 3.279 1.898 0.197  0.093
H 1.822 2.792 -0.220  0.048
H 3.807 4.052 -1.016  0.109
H 4.362 2.673 -1.998  0.078
H 2.848 3.524 -2.418  0.069
C 1.571 1.079 -3.155  -0.355
C 2.712 0.973 -4.174  -0.090
H 1.144 2.095 -3.164  0.047
H 0.745 0.412 -3.458  0.061
H 2.328 1.211 -5.183  0.106
H 3.532 1.676 -3.959  0.075
H 3.135 -0.046 -4.215  0.088
C 3.274 -0.567 -1.413  -0.365
C 4.722 -0.095 -1.596  -0.094
H 2.988 -1.282 -2.208  0.084
H 3.191 -1.132 -0.472  0.037
H 5.409 -0.960 -1.565  0.112
H 4.879 0.422 -2.556  0.072
H 5.024 0.592 -0.787  0.087
C 0.486 -3.759 0.210  -0.371
C 2.002 -3.649 0.047  -0.142
H 0.109 -4.700 -0.236  0.122
H 0.233 -3.796 1.285  0.069
H 2.515 -4.497 0.534  0.111
H 2.303 -3.640 -1.015  0.081
H 2.371 -2.716 0.505  -0.004
C -0.302 -2.739 -2.336  -0.347
C -1.157 -1.849 -3.242  -0.137
H -0.526 -3.811 -2.501  0.121
H 0.768 -2.587 -2.569  0.076
H -0.955 -2.054 -4.309  0.108
H -2.236 -2.010 -3.069  0.087
H -0.940 -0.786 -3.044  0.015
C -2.210 -3.042 -0.214  -0.337
C -2.546 -3.194 1.274  -0.136
H -2.297 -4.012 -0.742  0.124
H -2.924 -2.347 -0.689  0.066
H -3.608 -3.456 1.414  0.103
H -1.941 -3.987 1.746  0.084
H -2.362 -2.251 1.816  0.035
S 1.197 -0.818 1.825  0.798
C 0.354 -0.319 3.116  -0.741
N -0.474 -1.183 3.771  0.104
C -1.086 -0.836 4.936  0.009
C -0.867 0.427 5.495  0.023
C -0.016 1.324 4.847  0.027
C 0.602 0.953 3.651  -0.052
H -0.628 -2.146 3.395  0.177
H -1.735 -1.541 5.438  0.162
H -1.346 0.702 6.425  0.147
H 0.173 2.300 5.277  0.148
H 1.286 1.638 3.165  0.124